{
  "formula": "C24H71NO21",
  "method": "ωB97M-V/def2-TZVPD",
  "species": ["O", "O", "O", "O", "O", "O", "O", "O", "O", "O", "O", "O", "O", "O", "O", "O", "O", "O", "O", "O", "O", "N", "C", "C", "C", "C", "C", "C", "C", "C", "C", "C", "C", "C", "C", "C", "C", "C", "C", "C", "C", "C", "C", "C", "C", "C", "H", "H", "H", "H", "H", "H", "H", "H", "H", "H", "H", "H", "H", "H", "H", "H", "H", "H", "H", "H", "H", "H", "H", "H", "H", "H", "H", "H", "H", "H", "H", "H", "H", "H", "H", "H", "H", "H", "H", "H", "H", "H", "H", "H", "H", "H", "H", "H", "H", "H", "H", "H", "H", "H", "H", "H", "H", "H", "H", "H", "H", "H", "H", "H", "H", "H", "H", "H", "H", "H", "H"],
  "coordinates": [[13.61938, 11.40881, 15.57083], [9.26173, 12.46074, 8.74241], [18.33251, 14.33155, 15.84763], [16.08276, 13.88430, 12.95899], [12.61488, 12.35490, 17.98837], [15.49841, 11.99400, 17.93439], [18.06455, 12.38972, 10.39608], [15.72988, 9.26609, 11.15005], [12.84129, 9.45496, 18.42288], [10.66087, 7.61496, 14.53300], [11.83864, 7.40712, 16.90134], [14.52557, 11.09560, 12.87973], [14.30746, 6.81487, 10.81585], [16.82711, 14.83134, 10.19422], [18.05831, 13.62930, 7.53549], [15.43500, 9.10945, 17.96171], [17.59785, 10.75005, 12.76086], [16.19527, 10.76233, 15.53101], [17.97266, 11.94580, 17.31039], [11.82425, 7.79774, 10.04668], [15.33699, 13.72561, 7.93722], [11.13396, 10.72994, 9.89135], [15.68616, 15.51792, 9.66189], [17.09880, 14.34952, 15.08242], [17.73946, 12.39460, 18.66203], [9.03854, 11.90837, 10.01478], [16.32647, 11.99400, 19.14113], [17.87607, 9.44430, 12.17150], [13.15408, 11.25650, 13.24365], [11.52392, 11.52917, 18.35089], [8.69270, 13.73157, 8.64040], [9.52103, 10.08138, 11.64314], [16.57510, 8.70015, 12.12416], [17.39049, 14.00076, 13.61796], [19.13521, 12.58146, 9.49568], [13.19266, 6.69115, 11.63756], [12.59375, 6.87536, 15.79759], [11.96667, 10.31519, 19.09526], [13.12608, 12.14122, 14.44163], [12.16610, 7.75282, 11.40943], [18.77712, 12.47696, 8.05776], [11.50758, 6.48924, 14.75459], [16.71232, 9.02749, 17.32597], [9.76465, 10.58838, 10.23775], [16.63857, 9.45690, 15.82499], [14.77871, 14.47832, 9.02146], [17.36654, 13.00938, 10.05726], [18.46587, 8.89227, 12.86487], [7.62309, 13.73784, 9.01840], [18.02969, 13.14893, 13.47263], [13.55681, 9.92542, 18.01082], [16.75840, 7.70109, 11.74257], [12.57057, 8.77263, 11.72454], [9.61604, 10.86666, 12.47784], [12.55701, 11.57618, 12.37335], [11.72470, 8.74302, 9.77400], [12.29419, 8.06810, 17.45479], [10.34881, 7.88841, 15.43730], [9.36602, 12.66844, 10.71124], [18.62610, 14.38941, 7.71938], [14.69711, 10.38513, 12.19401], [16.13583, 16.24468, 9.03445], [18.43737, 13.39925, 16.08143], [11.18692, 11.21105, 9.00419], [15.36364, 10.06242, 18.14328], [8.68837, 13.96286, 7.61590], [17.17524, 12.01470, 16.85518], [10.90887, 11.10448, 17.50292], [13.33975, 7.53560, 15.37375], [13.01782, 5.91840, 15.97512], [16.40563, 13.64342, 15.55578], [10.93548, 5.66982, 15.09212], [18.02194, 11.42547, 12.20606], [16.45720, 10.98679, 19.64909], [11.09756, 9.61541, 19.34795], [17.69031, 9.33977, 15.46937], [18.31544, 9.61688, 11.18603], [11.64221, 11.28776, 10.48563], [15.96254, 8.77598, 15.20675], [18.05964, 11.65000, 7.94084], [19.76692, 11.65162, 9.67236], [15.19355, 16.01944, 10.51971], [9.25154, 14.53208, 9.18827], [11.91536, 6.17542, 13.73919], [10.27970, 9.27189, 11.83859], [15.08065, 8.58328, 10.94400], [11.30070, 7.53995, 12.02500], [14.47508, 13.86146, 9.84821], [14.53394, 11.14681, 15.39977], [13.05449, 12.05893, 17.16620], [18.52990, 11.96020, 19.27985], [16.08918, 8.66897, 13.10663], [16.59746, 14.65541, 11.15424], [14.16432, 6.84161, 9.88390], [8.54483, 9.67062, 11.69552], [16.60073, 11.04823, 14.69618], [15.86255, 12.75665, 19.82760], [12.08419, 12.36203, 14.64632], [16.62109, 15.27668, 15.13996], [17.53337, 9.57332, 17.83627], [12.69399, 10.30002, 13.47380], [10.89213, 12.13111, 19.03714], [15.84134, 12.96479, 13.00700], [16.31952, 13.86246, 7.90210], [17.77509, 14.84801, 13.12097], [19.69690, 12.33224, 7.39335], [13.73645, 13.03074, 14.29318], [13.92316, 15.06738, 8.61031], [16.98728, 7.94729, 17.25382], [13.64586, 6.80428, 12.64646], [9.34692, 9.78763, 9.59959], [12.75973, 5.63233, 11.52326], [14.60000, 12.31803, 18.19183], [12.44528, 10.61357, 20.02612], [19.66789, 13.43559, 9.70971], [7.95683, 11.83559, 10.29660], [17.89696, 13.47094, 18.75474]],
  "forces_ev_per_a": [[-0.920, 0.509, 0.099], [-0.188, -0.717, -0.019], [-0.932, 0.364, -0.678], [1.112, 0.187, 0.022], [0.252, 0.137, -0.081], [-0.560, -0.193, 1.590], [-0.959, 0.880, -0.797], [-0.723, 0.942, -0.013], [-0.309, -0.470, -0.413], [-0.546, 0.122, 0.721], [0.366, -0.601, -0.573], [0.111, -0.500, -0.472], [1.915, 0.419, 0.388], [-0.098, -0.305, 1.950], [0.725, -0.171, 0.487], [1.137, 0.434, 0.027], [0.534, -0.243, -0.041], [0.296, 0.822, 0.286], [2.527, 0.091, 2.284], [-0.053, 0.456, -0.633], [0.565, 0.697, 0.871], [0.403, -1.783, -2.109], [0.408, -1.083, 1.094], [1.872, -2.067, 0.328], [0.239, 0.296, -0.306], [-1.062, 0.182, 0.703], [0.157, 0.353, -0.014], [-1.414, 1.573, 0.555], [0.472, -0.768, -1.372], [-0.931, -0.441, -0.457], [-0.943, 0.472, 1.394], [1.990, 0.477, 1.314], [0.141, -0.442, -1.022], [-2.500, 0.561, 0.495], [0.141, -4.020, 0.317], [-0.057, -1.573, 0.559], [-2.092, -0.076, -0.585], [-0.861, -1.502, 1.484], [-0.151, -0.683, 0.431], [0.313, 1.519, 0.140], [-0.289, 0.160, -1.849], [1.053, 1.801, -1.298], [-0.433, -0.460, -1.567], [-1.473, 0.292, -0.081], [0.536, -1.477, -0.658], [-0.182, 1.625, -1.294], [0.337, -0.403, 0.826], [1.172, -0.369, 0.293], [1.026, -0.015, -0.363], [0.126, -0.464, 0.058], [0.412, 0.258, -0.368], [0.325, -0.572, 0.566], [-0.324, -1.172, -0.201], [0.011, -0.946, -1.282], [0.181, 0.710, 0.296], [-0.028, -0.506, 0.345], [0.363, -0.064, -0.338], [0.626, -0.343, -1.153], [0.685, 0.091, 0.797], [-0.245, 0.076, -0.110], [-0.144, 0.949, 0.670], [-0.186, 0.812, -1.083], [0.344, 0.096, 0.387], [0.062, -0.114, -0.344], [-0.148, -0.117, -0.059], [-0.058, 0.509, -1.352], [-2.600, -0.092, -1.308], [0.628, 1.112, 0.311], [0.049, 0.483, 0.093], [0.994, -0.792, 1.021], [-0.111, -0.208, -0.362], [-0.681, -1.074, 0.740], [-0.325, -0.187, -0.120], [-0.901, 0.939, -0.669], [0.803, 1.327, -0.167], [-0.633, -0.018, -0.030], [0.017, -0.454, 0.134], [1.245, 1.504, 2.057], [0.874, 0.310, 1.141], [0.467, 0.103, -0.153], [-0.137, 1.275, -0.139], [-0.180, -0.109, -0.708], [-0.211, -0.681, -0.170], [-0.240, 0.507, 1.417], [-1.027, 0.840, 0.064], [-0.187, -0.342, -0.224], [-0.269, -0.011, 0.285], [-0.424, -0.703, 0.185], [0.583, -0.150, 0.095], [-0.513, -0.289, -0.384], [-0.254, -0.247, -0.020], [0.208, 0.024, -0.036], [0.459, -0.135, -1.230], [-1.012, -0.101, -0.932], [-0.905, -0.455, 0.237], [-0.027, -0.377, -0.180], [0.842, -0.923, -0.308], [-0.093, 0.451, 0.210], [-0.393, 1.690, 0.127], [-0.683, -0.192, -0.127], [0.021, -0.364, 0.507], [0.147, -0.349, -0.581], [-0.593, -0.928, -0.226], [-0.885, -0.285, 0.052], [1.140, 0.922, -0.309], [-1.096, -0.065, 1.015], [-0.190, 0.259, -0.123], [0.168, -0.709, 0.344], [-0.169, 0.737, 0.301], [-0.678, -0.268, -0.372], [0.052, 0.536, -0.129], [0.352, 1.433, 0.261], [0.750, -0.299, -0.184], [-0.010, 0.127, 0.363], [1.382, 2.106, 0.567], [0.339, -0.252, -0.750], [-0.217, 0.168, -0.374]],
  "mulliken_charge": [-0.037, -0.336, -0.646, -0.648, -0.506, -0.328, -0.210, -0.654, -0.584, -0.497, -0.618, 0.303, -0.507, -0.496, -0.542, -0.612, -0.220, 1.131, -0.599, -0.693, -0.518, -0.406, -0.738, -0.237, -0.702, -1.006, -0.238, -0.895, 0.680, -0.426, -0.744, -0.912, 0.648, -0.094, -0.303, -0.776, 0.247, -0.372, -0.803, 0.398, -0.701, -0.422, -0.783, 0.770, 0.100, -0.040, 0.168, 0.309, 0.290, -0.055, 0.386, 0.594, -0.097, 0.240, -0.442, 0.431, 0.482, 0.356, 0.383, 0.303, -0.119, 0.330, 0.425, 0.338, 0.030, 0.286, -0.032, 0.206, -0.200, 0.313, -0.214, 0.366, 0.044, 0.306, 0.350, 0.245, 0.344, -0.102, -0.202, 0.333, 0.282, 0.405, 0.285, 0.058, -0.146, 0.220, 0.470, 0.059, -0.134, 0.214, 0.373, -0.520, 0.215, 0.309, 0.538, -0.338, 0.393, 0.384, 0.507, 0.201, 0.073, 0.362, 0.169, 0.402, 0.646, 0.281, 0.273, 0.345, 0.468, 0.226, 0.196, 0.244, 0.354, 0.260, 0.369, 0.395, 0.339],
  "relative_energy_kj_mol": 60.6,
  "lumo_ev": 0.59,
  "largest_force_ev_per_a": 4.03
}